(1)
An isolated molecule of C5H9NO, computed with ωB97M-V with the def2-TZVPD basis set.

- HOMO energy (spin up / spin down): -7.846 / -7.845 eV
- LUMO level (spin up / spin down): -0.2059 / -0.2066 eV
- M: 99.13 Da

Geometry as XYZ:
```
16
C5H9NO ωB97M-V with the def2-TZVPD basis set
C 0.707 1.136 0.556
C -0.716 -0.957 0.590
C 1.628 1.493 -0.552
C -0.932 -2.346 0.085
N -0.589 1.527 0.588
C -1.036 0.135 -0.194
O -1.358 0.297 -1.351
H -0.783 2.206 -0.146
H 1.102 0.647 1.436
H -0.595 -0.800 1.652
H 1.827 2.572 -0.539
H 2.578 0.964 -0.486
H 1.139 1.271 -1.508
H -0.851 -2.381 -1.003
H -1.924 -2.732 0.352
H -0.199 -3.031 0.519
```



(2)
An isolated molecule of C5H9NO, computed with ωB97M-V with the def2-TZVPD basis set.

- HOMO energy: -9.791 eV
- LUMO level: 1.1475 eV
- M: 99.13 Da
- Structure (SMILES): C/N=C/[C@H]1O[C@@H]1C

Geometry as XYZ:
```
16
C5H9NO ωB97M-V with the def2-TZVPD basis set
C -2.664 1.336 0.439
N -1.411 0.969 -0.165
C -0.328 1.006 0.486
C 0.837 0.446 -0.251
C 1.420 -0.823 0.186
O 2.151 0.397 0.275
C 1.786 -1.878 -0.823
H -3.284 0.434 0.510
H -3.178 2.022 -0.240
H -2.583 1.795 1.435
H -0.220 1.328 1.535
H 1.122 -1.196 1.168
H 0.780 0.637 -1.322
H 2.799 -2.260 -0.679
H 1.084 -2.713 -0.709
H 1.691 -1.501 -1.846
```



(3)
A structure of composition C5H9NO, computed with ωB97M-V with the def2-TZVPD basis set.

- HOMO energy: -9.097 eV
- LUMO level: 0.8983 eV
- M: 99.13 Da

Geometry as XYZ:
```
16
C5H9NO ωB97M-V with the def2-TZVPD basis set
C 0.732 -0.816 -0.319
C 1.012 0.176 -1.451
C -0.218 0.952 1.597
C -0.599 -0.290 0.876
C -0.454 0.368 -1.503
N -1.369 -1.145 1.330
O -1.065 1.374 -1.074
H -1.507 -2.033 0.864
H -1.043 -0.486 -1.884
H 0.477 -1.812 -0.677
H 1.567 -0.876 0.374
H 1.551 1.063 -1.127
H 1.402 -0.296 -2.353
H -1.056 1.644 1.512
H -0.075 0.714 2.650
H 0.644 1.463 1.184
```



(4)
An isolated molecule of C5H9NO, computed with ωB97M-V with the def2-TZVPD basis set.

- HOMO energy: -10.916 eV
- LUMO level: 0.6483 eV
- M: 99.13 Da
- Structure (SMILES): CC[C@@H](O)CC#N

Geometry as XYZ:
```
16
C5H9NO ωB97M-V with the def2-TZVPD basis set
C 1.952 -0.754 0.296
C 0.813 0.264 0.438
C -0.342 0.067 -0.581
O -0.368 -1.231 -1.146
C -1.723 0.184 0.082
C -2.116 1.555 0.408
N -2.453 2.637 0.643
H 2.743 -0.401 -0.373
H 2.393 -0.954 1.273
H 1.613 -1.724 -0.087
H 1.202 1.287 0.351
H 0.402 0.207 1.453
H -0.269 0.825 -1.376
H 0.355 -1.302 -1.779
H -1.736 -0.418 0.998
H -2.466 -0.239 -0.600
```



(5)
A structure of composition C5H9NO, computed with ωB97M-V with the def2-TZVPD basis set.

- HOMO energy: -9.633 eV
- LUMO level: 0.8746 eV
- M: 99.13 Da

Geometry as XYZ:
```
16
C5H9NO ωB97M-V with the def2-TZVPD basis set
C 1.493 0.682 -0.114
C 0.166 -0.027 0.123
C 0.283 -1.198 1.088
C -1.050 0.924 0.376
N -1.635 0.508 -0.894
C -0.661 -0.290 -1.125
O -0.806 -0.957 -2.257
H 2.239 -0.012 -0.514
H 1.876 1.089 0.830
H 1.378 1.510 -0.822
H 0.638 -0.846 2.064
H 0.993 -1.942 0.714
H -0.685 -1.690 1.233
H -1.694 0.656 1.217
H -0.828 1.994 0.384
H -1.708 -0.401 -2.303
```



(6)
An isolated molecule of C5H9NO, computed with ωB97M-V with the def2-TZVPD basis set.

- HOMO energy: -9.240 eV
- LUMO level: 0.9623 eV
- M: 99.13 Da
- Structure (SMILES): C1C[C@@H]2O[C@H]2CN1

Geometry as XYZ:
```
16
C5H9NO ωB97M-V with the def2-TZVPD basis set
C 0.728 -1.626 0.194
C 0.604 -0.490 1.286
C 0.476 0.736 0.379
C -0.820 0.941 -0.175
C -0.723 -0.019 -1.373
H 0.489 -2.696 0.483
H 1.806 -1.312 -0.216
H 1.503 -0.480 1.725
H -0.421 -0.518 1.819
H 1.336 0.771 -0.188
H -1.770 0.719 0.481
H 0.227 0.284 -1.997
H -1.582 0.309 -2.122
H -1.132 -1.605 -0.062
N -0.282 -1.346 -0.817
O -0.009 2.086 0.492
```



(7)
An isolated molecule of C5H9NO, computed with ωB97M-V with the def2-TZVPD basis set.

- HOMO energy: -10.793 eV
- LUMO level: 0.6769 eV
- M: 99.13 Da
- Structure (SMILES): CC(C)(C#N)CO

Geometry as XYZ:
```
16
C5H9NO ωB97M-V with the def2-TZVPD basis set
C 1.188 -0.417 0.776
C 0.076 0.171 -0.109
C 0.389 -0.065 -1.593
C -1.289 -0.465 0.218
O -1.796 -0.165 1.497
C 0.001 1.624 0.151
N -0.035 2.757 0.384
H 0.968 -0.303 1.843
H 1.296 -1.486 0.563
H 2.143 0.077 0.578
H 1.366 0.350 -1.857
H 0.405 -1.142 -1.794
H -0.368 0.398 -2.233
H -1.170 -1.555 0.118
H -2.021 -0.139 -0.532
H -1.153 0.362 1.991
```



(8)
An isolated molecule of C5H9NO, computed with ωB97M-V with the def2-TZVPD basis set.

- HOMO energy: -8.383 eV
- LUMO level: 1.0591 eV
- M: 99.13 Da
- Structure (SMILES): CN1[C@H]2[C@@H]1[C@]2(C)O

Geometry as XYZ:
```
16
C5H9NO ωB97M-V with the def2-TZVPD basis set
C 0.835 2.237 -0.496
N 0.456 0.828 -0.715
C -0.776 0.362 -0.071
C 0.502 0.169 0.591
C -0.291 -1.037 0.395
O -1.027 -1.239 1.572
C -0.124 -2.223 -0.511
H 0.412 2.899 -1.254
H 1.925 2.254 -0.596
H 0.580 2.642 0.502
H -1.316 -0.302 1.697
H -1.807 0.376 -0.341
H 0.933 0.570 1.492
H -1.031 -2.838 -0.462
H -0.006 -1.836 -1.525
H 0.734 -2.861 -0.279
```



Max |F| for every record listed, in sequence, given in eV/A: 0.612, 0.408, 4.754, 1.111, 2.874, 6.823, 1.123, 1.363.